# 1
89
Properties=species:S:1:pos:R:3:forces:R:3 method="wB97M-V/def2-TZVPD" spin_multiplicity=3 energy_ha=-4705.43615 molar_mass_g_mol=971.17 total_charge=0 e_above_lowest_kcal_mol=51.8 homo_ev="-10.558 / -10.558" orbital_gap_ev="8.845 / 6.585" s_squared=2.00 fmax_ev_per_a=9.960
Pd 0.370 -0.248 -0.157 0.0 0.0 -0.2
S 0.441 -1.055 3.234 -1.2 -8.0 1.9
S 0.432 1.187 2.882 0.6 9.2 -0.8
S 1.005 2.200 -2.486 -2.1 6.5 4.5
S 0.882 0.150 -3.494 0.2 -7.2 -6.8
F 0.645 2.743 -1.017 0.4 -0.6 0.5
F 0.627 -1.330 -3.072 -0.7 -1.8 0.3
F 0.456 2.147 1.611 -0.1 1.5 -0.5
F 0.309 -2.395 2.343 0.1 0.7 -0.3
O 1.809 1.438 3.370 -3.3 -1.2 0.2
O -3.832 0.236 0.856 0.6 0.4 -3.8
O 1.713 -1.315 3.912 -1.9 1.7 -1.7
O 4.335 -0.074 1.225 -1.0 0.3 -0.4
O -0.249 0.415 -4.389 2.2 0.4 1.7
O -0.778 -1.218 4.076 2.6 1.7 -2.2
O -2.438 5.562 -1.030 0.2 0.0 0.2
O 3.964 -2.199 1.601 -1.1 0.0 -1.4
O 2.836 -6.214 -1.818 1.0 3.1 -2.0
O -0.802 1.656 3.551 3.2 -1.9 -0.7
O -1.788 0.561 -0.200 -2.9 -0.2 -0.6
O -1.842 6.893 0.582 0.0 0.0 -0.7
O -0.028 2.945 -3.169 1.0 -2.1 -0.6
O 2.477 -1.090 0.344 -0.6 0.0 -0.6
O 3.169 -4.012 -1.594 1.0 2.0 3.0
O 2.352 2.610 -2.621 0.6 -1.0 -0.7
O -0.117 -4.353 -1.023 -0.7 2.8 0.3
O 3.277 -4.758 -3.568 0.4 -0.4 -1.9
O -2.551 4.824 1.143 -0.3 0.4 -1.1
O -2.253 -3.824 -0.439 4.1 -0.8 -1.7
O -0.658 -2.165 -0.520 -1.1 -2.5 -1.2
O 2.222 -0.052 -4.082 -2.2 1.9 1.2
O -3.916 0.435 -1.317 1.2 0.6 4.2
N 0.329 0.011 1.862 -0.2 -4.1 5.6
N 0.758 0.618 -2.040 0.7 3.7 -0.9
C -1.469 7.293 1.922 -0.5 -0.9 0.4
C -3.330 0.172 2.167 -0.5 0.3 0.9
C 4.795 1.424 -0.621 -0.3 -0.2 0.4
C -3.032 0.432 -0.224 -0.7 -0.1 0.3
C -3.502 0.745 -2.590 1.5 -0.6 -2.5
C -0.458 6.412 2.640 0.4 -0.1 -0.6
C -2.717 4.264 -1.516 -1.2 -1.3 -0.4
C 3.805 -2.925 -2.289 -0.7 0.2 -0.3
C 3.506 -1.092 0.974 2.5 -0.4 2.3
C -3.222 -2.935 -0.085 -2.7 1.6 0.7
C 5.263 -2.328 2.186 0.1 0.7 1.3
C -4.403 -3.803 0.290 -1.4 -0.3 1.0
C -4.558 -0.205 3.015 1.2 0.1 0.7
C 3.461 -3.328 -3.681 0.1 0.3 -1.2
C -0.346 -5.742 -0.749 -1.5 -0.8 -0.1
C -2.338 5.676 0.302 1.0 -0.2 1.5
C 3.121 -5.099 -2.306 -1.7 -3.2 1.3
C 3.996 1.219 0.648 0.5 0.2 -0.8
C -1.009 -3.348 -0.732 1.2 -1.2 2.1
H -0.299 6.843 3.629 0.1 0.0 0.0
H 4.289 2.039 1.304 -0.3 -0.6 0.7
H -2.951 1.161 2.426 0.2 -0.2 0.2
H 4.489 2.409 -0.974 0.1 -0.2 -0.5
H -1.073 8.298 1.778 -0.1 -0.1 0.0
H -2.356 7.327 2.554 -0.3 0.2 -0.2
H -2.946 -2.342 0.787 0.3 0.0 0.1
H -2.006 3.472 -1.282 0.5 0.5 0.3
H -5.269 -3.352 0.773 0.4 1.2 0.2
H -2.518 1.202 -2.692 0.2 -0.2 0.5
H -3.683 3.904 -1.162 -0.1 0.2 0.4
H 4.546 0.618 -1.311 0.1 0.3 -0.4
H 4.222 -3.069 -4.418 0.2 -0.5 0.1
H -0.557 -5.964 0.297 0.2 0.6 0.2
H 4.879 -2.815 -2.135 0.0 -0.6 0.5
H -3.490 -0.225 -3.089 0.3 0.1 -0.6
H 3.333 -1.970 -2.057 -0.1 -0.3 0.4
H -4.071 -4.479 1.078 0.1 -0.4 -0.3
H -4.190 -0.361 4.029 0.1 -0.5 0.1
H 5.340 -3.299 2.676 -0.3 -0.3 -0.8
H 5.863 1.432 -0.404 0.0 -0.1 -0.1
H 2.933 1.274 0.411 0.0 -0.1 0.4
H -5.276 0.598 3.182 0.0 0.0 -0.8
H -2.844 4.255 -2.599 0.4 0.7 0.0
H 0.477 6.404 2.081 0.2 0.1 0.1
H 6.101 -2.137 1.515 -0.3 -0.1 -0.2
H -1.238 -6.054 -1.292 0.1 -0.1 -0.2
H -4.990 -4.326 -0.465 1.0 -0.3 -0.6
H -0.733 5.365 2.766 -0.4 0.2 -0.1
H 5.338 -1.669 3.051 0.0 0.5 -0.2
H 2.571 -2.815 -4.049 -0.4 -0.5 0.2
H -5.015 -1.117 2.631 -0.1 0.1 0.1
H 0.503 -6.355 -1.053 0.2 0.7 -0.2
H -4.139 1.391 -3.194 -0.7 0.1 0.8
H -2.536 -0.574 2.189 0.0 0.0 0.4
H -3.422 -2.227 -0.890 -0.1 -0.1 -0.2

# 2
66
Properties=species:S:1:pos:R:3:forces:R:3 method="wB97M-V/def2-TZVPD" spin_multiplicity=1 energy_ha=-2845.58536 molar_mass_g_mol=828.33 total_charge=0 e_above_lowest_kcal_mol=14.4 homo_ev=-7.430 orbital_gap_ev=5.463 fmax_ev_per_a=3.447
La 0.780 2.476 -1.089 -0.6 -3.0 1.6
I 1.408 4.261 1.586 -2.1 0.3 0.0
I -2.509 3.491 0.669 1.0 -0.1 -0.1
S 3.566 2.869 -1.252 0.7 -0.8 -0.7
S 2.111 0.834 -2.991 1.0 0.1 0.0
P 0.023 -0.817 1.120 -0.2 -1.1 -0.2
O -2.778 0.689 -3.671 0.5 1.4 0.2
O -0.153 4.149 -2.424 -0.1 0.7 -0.6
O 4.759 1.006 -2.636 -1.4 0.5 0.1
N -1.182 2.201 -2.942 0.3 -0.1 0.4
N 0.396 0.523 0.378 -0.3 0.6 0.6
C -2.918 3.037 -4.376 -0.5 -0.1 0.4
C -2.324 1.824 -3.622 -0.7 -1.5 -1.0
C 2.294 -1.369 2.848 0.8 -0.4 0.5
C -0.260 -2.040 -1.344 0.3 -1.2 -0.5
C -1.702 -3.194 0.441 0.1 0.4 -0.3
C -0.966 -0.888 2.829 0.2 0.6 -0.2
C -0.405 0.304 3.627 0.3 -0.5 1.2
C 1.443 -3.410 1.601 0.4 0.2 1.1
C -2.089 4.208 -3.889 0.3 0.0 0.2
C -2.264 -0.978 -0.488 -0.4 1.1 -0.5
C 4.838 -0.118 -3.527 0.8 -0.5 0.4
C -2.467 -0.548 2.633 0.1 -1.0 -0.4
C -1.029 3.498 -3.071 -0.5 1.2 0.1
C -0.912 4.765 1.288 0.9 0.1 -0.2
C -0.906 -2.198 3.668 -0.3 0.1 -0.5
C 1.617 -1.854 1.556 -0.3 -0.6 -0.6
C 3.537 1.504 -2.333 0.6 0.0 -0.1
C -1.095 -1.869 -0.065 0.5 0.2 0.2
C 2.639 -1.595 0.449 1.0 0.4 -0.7
H -3.979 3.110 -4.111 0.2 0.0 -0.2
H -2.846 2.898 -5.448 0.0 -0.3 -0.2
H -3.054 -1.401 2.234 0.4 0.6 0.1
H -1.202 5.070 2.269 0.2 0.2 0.6
H 0.134 -1.080 -1.679 0.0 0.0 0.1
H -2.539 -3.004 1.108 0.0 0.0 0.2
H 1.895 -1.744 3.805 -0.2 0.2 -0.5
H -2.486 -1.105 -1.572 -0.1 -0.1 0.8
H 0.400 0.052 4.356 -0.5 0.0 -0.7
H 0.061 -2.405 4.115 0.0 0.2 0.1
H 2.392 -2.018 -0.536 -0.1 -0.1 0.5
H -0.040 1.088 2.993 0.2 0.5 -0.5
H -2.888 -0.300 3.601 -0.1 0.0 0.3
H -1.219 0.719 4.214 0.0 0.2 0.3
H -1.668 -2.141 4.462 0.3 0.2 -0.1
H -1.167 -3.082 3.083 -0.1 0.1 -0.1
H -2.125 -3.722 -0.413 0.0 -0.1 -0.2
H -0.947 -2.408 -2.131 0.4 0.1 0.2
H 5.916 -0.285 -3.668 -0.4 0.1 0.1
H 1.167 -3.898 0.663 -0.1 0.4 0.0
H 4.396 -1.009 -3.074 0.0 0.2 0.1
H 2.773 -0.526 0.238 -0.1 -0.1 0.3
H -2.611 0.320 2.007 0.0 0.2 -0.4
H -1.652 4.878 -4.638 0.0 -0.3 0.0
H 3.345 -1.756 2.848 -0.7 0.3 -0.1
H -1.015 -3.856 0.941 0.3 -0.2 0.1
H 4.362 0.044 -4.482 -0.2 0.4 -0.2
H -2.000 0.094 -0.380 -0.1 -0.5 -0.1
H 0.594 -2.772 -1.298 -0.8 0.7 0.2
H -0.870 5.612 0.608 0.2 -0.2 0.0
H 2.416 -3.842 1.899 -0.1 0.2 -0.3
H 2.362 -0.281 2.908 -0.1 0.0 -0.1
H -3.168 -1.140 0.113 0.2 -0.1 -0.3
H 0.782 -3.740 2.417 -0.1 0.1 -0.5
H -2.618 4.854 -3.185 -0.1 0.0 0.0
H 3.645 -1.984 0.759 -0.8 0.1 -0.2